Record 1
The following is a quantum chemistry calculation of a single C4H6N2O molecule, from the OMol25 dataset.

```
13
C4H6N2O wB97M-V/def2-TZVPD
C -2.132 0.491 -0.010
C -0.773 -0.085 -0.182
C -0.293 -1.314 -0.451
N 1.099 -1.300 -0.488
C 1.385 -0.060 -0.258
N 2.621 0.528 -0.298
O 0.329 0.750 -0.045
H -2.232 1.449 -0.530
H -2.861 -0.204 -0.436
H -2.389 0.647 1.044
H -0.855 -2.219 -0.633
H 2.730 1.392 0.207
H 3.386 -0.124 -0.221
```

The spin multiplicity is 1. The energy relative to the best compared isomer or geometry (same formula, charge and spin) is 0.504 eV. The value obtained for the HOMO-LUMO gap is 9.02 eV. The largest force on an atom comes out at 0.4 eV/Å. Its LUMO energy is 0.9 eV. The total energy is -340.77640 Eh. Its structure (SMILES) is Cc1cnc(N)o1. Its HOMO energy is -8.08 eV.


Record 2
The following is a quantum chemistry calculation of a single C2H3N3OS molecule at a distorted geometry, from the OMol25 dataset.

```
10
C2H3N3OS wB97M-V/def2-TZVPD
C -0.702 0.042 -0.689
C 1.081 1.571 -0.432
N -1.254 -1.028 -0.768
N -0.182 1.092 -0.926
N -0.675 -1.991 1.342
O -0.621 -2.572 2.406
S -1.780 -2.235 0.179
H 0.972 2.657 -0.036
H 1.408 0.906 0.251
H 1.751 1.559 -1.327
```

The spin multiplicity is 3. The energy relative to the best compared isomer or geometry (same formula, charge and spin) is 0.963 eV. The value obtained for the HOMO-LUMO gap (alpha / beta) is 8.17 / 7.18 eV. The largest force on an atom comes out at 4.7 eV/Å. The expectation value of S² is 2.0094. Its LUMO energy (alpha / beta) is 0.6 / -1.6 eV. The total energy is -715.50643 Eh. Its HOMO energy (alpha / beta) is -7.57 / -8.77 eV.


Question: Among the records above, which one has the lowest energy relative to the best compared isomer or geometry (same formula, charge and spin)?
Answer: C4H6N2O